1.
C9H18Br3LiNO | ωB97M-V/def2-TZVPD

```
33
Properties=species:S:1:pos:R:3:nbo_charge:R:1
O 0.0353 -1.8918 1.3422 -0.22
H 0.8101 1.7482 0.6198 0.23
C -1.8020 0.6298 -0.4691 -0.43
N -0.1680 -0.8912 0.5324 0.14
H -1.8574 1.5842 0.0141 0.23
H -2.7826 0.5119 -0.8890 0.21
H -2.2389 0.6025 2.2049 0.23
Br 4.8956 1.3096 -0.8839 -0.91
H -3.2300 -1.8766 -0.0828 0.21
H -3.4495 -0.3712 1.4407 0.20
C 1.0465 -0.2576 -0.2424 0.15
H 2.6038 -1.5244 0.7212 0.24
H 1.7700 -2.2635 -0.5994 0.20
H 1.2462 0.2688 -2.2185 0.24
H 2.1362 0.8286 1.2341 0.24
C -0.7911 0.8202 -1.6700 -0.40
C 1.5864 1.0349 0.3848 -0.63
H 2.9711 -0.8634 -0.7621 0.26
H 2.3210 1.4715 -0.2470 0.23
C -2.1311 -1.8544 -0.1691 -0.60
C 0.4354 -0.0902 -1.5897 -0.43
H -0.5011 1.8883 -1.5367 0.23
C 2.1537 -1.3024 -0.2002 -0.63
H 0.0573 -1.0636 -1.8457 0.20
H -1.7774 -1.8764 -1.2405 0.20
H -2.1283 -1.2596 2.3192 0.25
H -1.6778 -2.7286 0.3283 0.24
Br 0.2079 -0.7637 3.5393 -0.50
Br 1.8871 4.8474 0.5345 -0.92
Li 3.7162 3.3971 -0.1358 0.86
H -1.3324 0.8053 -2.6378 0.21
C -1.6074 -0.5197 0.4394 0.10
C -2.4045 -0.3500 1.7645 -0.60
```

Calculated values
electronic energy	-223497.6716	eV
F_max	0.092	Eh/bohr
LUMO	0.82	eV
orbital gap	0.241	hartree
2S+1	1
total charge	-1

***

2.
C8H9ClNOP | ωB97M-V/def2-TZVPD

```
21
Properties=species:S:1:pos:R:3:nbo_charge:R:1
N 0.7307 -2.4307 0.1060 0.13
H -3.3763 2.0501 0.5256 0.23
C -0.2515 -0.3150 0.5016 -0.04
C -1.3662 1.8344 1.0342 -0.19
P 2.1677 1.1713 -1.0760 0.29
C 0.9942 -1.0870 0.4364 -0.16
H 2.9301 1.0304 -2.2744 -0.01
C -1.4028 -0.7730 -0.1591 -0.25
H -1.4947 2.7843 1.5593 0.22
H -1.4740 -1.7893 -0.5981 0.26
Cl -4.0328 -0.4105 -0.9139 0.00
C -0.2126 1.0026 1.0648 -0.21
H 2.6026 -1.2080 -1.3955 0.24
C -2.5634 1.3389 0.4597 -0.23
H 3.2289 1.2007 -0.2086 -0.03
H 0.8202 -0.7582 -1.6874 0.23
C 1.6974 -0.6532 -1.0985 -0.63
O 1.3027 -3.2120 0.8993 -0.30
H 0.7758 1.2600 1.5086 0.22
H 1.4681 -1.0884 1.4490 0.24
C -2.5440 0.0527 -0.1330 -0.02
```

Calculated values
electronic energy	-33786.6823	eV
F_max	0.089	Eh/bohr
LUMO	-0.39	eV
orbital gap	0.318	hartree
2S+1	1
energy relative to the best compared isomer or geometry (same formula, charge and spin)	9.9	kcal per mole

***

3.
C10H16O | ωB97M-V/def2-TZVPD

```
27
Properties=species:S:1:pos:R:3:nbo_charge:R:1
H -1.5789 3.6659 -0.4951 0.20
C 2.4789 -0.1668 1.3630 -0.62
C 0.1554 2.4126 -0.8977 -0.60
C -0.5532 -2.4270 0.9424 -0.27
C -0.6308 -2.5318 -0.4407 0.30
H 2.5692 -0.4088 2.4125 0.22
C 0.4642 -1.6657 1.4871 -0.18
C -1.0992 2.7669 -0.1028 -0.40
H 0.8597 3.2447 -0.9544 0.20
C 0.2827 -1.8772 -1.2384 -0.29
H 0.4896 -1.5907 2.5739 0.21
H -2.5883 1.4775 0.8682 0.21
H 2.0151 -0.6752 -1.3403 0.21
C 1.3078 -1.1357 -0.6618 -0.19
H -0.8256 2.9499 0.9404 0.19
O -1.6431 -3.3047 -0.9506 -0.67
H -1.6039 0.6607 -0.3827 0.21
H -1.7341 -3.1456 -1.8930 0.48
H 0.6878 1.6204 -0.3866 0.20
C 1.4203 -1.0260 0.7073 -0.06
C -2.1043 1.5919 -0.1011 -0.61
H -2.8820 1.7436 -0.8495 0.20
H 3.4413 -0.3582 0.9027 0.22
H -1.2925 -2.9913 1.5032 0.23
H 0.1699 -1.9027 -2.3161 0.21
H -0.1023 2.1628 -1.9258 0.20
H 2.2964 0.9105 1.2358 0.22
```

Calculated values
electronic energy	-12676.9701	eV
F_max	0.016	Eh/bohr
LUMO	0.87	eV
orbital gap	0.343	hartree
2S+1	1
energy relative to the best compared isomer or geometry (same formula, charge and spin)	17.4	kcal per mole

***

4.
C27H31Cl2N2O8S4Si2W | ωB97M-V/def2-TZVPD

```
77
Properties=species:S:1:pos:R:3:mulliken_spin:R:1
W -0.1920 0.1608 0.6457 1.51
H -2.8865 -0.4327 -2.8997 0.00
C -1.3457 -4.5770 -0.9562 0.00
H 0.6016 4.1391 -1.8080 0.00
H -2.0659 -6.0394 -2.3588 0.00
C 1.3534 -0.7593 4.3449 0.00
H 1.8944 -1.8220 -2.1262 0.00
S -0.1562 -2.5921 0.3792 -0.02
C 0.7233 3.8156 -0.7828 -0.01
Si 1.6861 0.6765 -2.2121 0.00
C 3.2025 1.2604 -1.2570 0.00
O 0.7989 -3.6132 0.6233 0.00
S -2.2357 1.8297 1.8273 0.10
S -3.1709 -1.1400 0.1981 0.01
C 1.2531 4.2222 1.5063 -0.01
C 1.0997 4.6869 0.2108 0.02
O -1.9756 -0.2815 -0.1924 0.11
C 2.8712 -0.9064 0.8545 0.03
H -4.5376 -2.5933 -1.7610 0.00
H 0.7144 -2.2107 7.3516 0.00
H 1.2825 5.7307 -0.0205 0.00
H -1.7343 -0.0532 -4.2024 0.00
C -1.5920 -3.3739 -0.3274 0.01
H -0.6246 2.5496 -4.4357 0.00
C 0.5294 -1.6700 6.4307 0.00
H 1.0878 2.4540 2.7560 0.01
H 2.9546 1.5151 -4.1562 0.00
Cl 4.5324 -1.8065 2.8505 0.00
C -2.7643 -2.6799 -0.6074 -0.01
Si -1.4623 1.4998 -2.2737 -0.01
C 4.1723 -0.5487 1.6272 0.00
H 1.7359 2.7275 -3.7085 0.00
H 2.9978 1.4705 -0.2065 0.00
O 3.0570 -1.6957 -0.0485 0.01
O 1.8118 -0.2928 1.2070 0.03
C 1.8931 -1.0440 -2.8840 0.00
H -0.4217 -5.0930 -0.7253 0.00
H -1.1903 3.7841 -3.3052 0.00
O -4.3913 -0.6499 -0.3765 0.01
C -1.8550 -0.1306 -3.1162 0.00
N -0.2871 0.4429 2.9129 0.01
H -2.5222 2.7989 -0.4473 -0.01
C 1.5719 -1.4424 5.5297 0.00
O -3.2333 -1.4046 1.5976 0.00
C -2.2607 -5.0901 -1.8740 0.00
H 1.2658 1.2781 -4.6184 0.00
C -0.9549 -0.5243 4.9573 0.00
H -4.0658 -4.7498 -2.9442 0.00
H 1.5514 4.8797 2.3131 0.00
C 0.5084 2.4786 -0.4490 -0.07
O -0.5363 -1.7762 1.5561 0.02
H -1.1937 -0.9199 -2.7459 0.00
H 4.0016 0.5129 -1.3030 0.00
H 2.1524 -0.5642 3.6539 0.00
C -3.6455 -3.1699 -1.5515 0.00
H -2.3546 2.7808 -4.1797 0.00
C -1.5776 0.7627 2.9562 0.02
C -1.3740 2.7684 -3.6835 0.00
H -3.5429 1.4351 -0.8963 0.00
H 3.5711 2.1863 -1.7139 0.00
C 1.9170 1.6521 -3.8227 0.00
C 1.0086 2.8863 1.7682 0.03
C -3.3838 -4.3774 -2.1887 0.00
O 0.1941 -1.5312 -0.6157 0.02
H 2.8611 -1.0477 -3.3963 0.00
H 1.1084 -1.2565 -3.6203 0.00
Cl 4.2139 1.0777 2.3525 0.00
H 4.9814 -0.5976 0.9168 0.00
C 0.0806 -0.3042 4.0433 0.01
S -2.4193 0.1938 4.3664 0.00
C -2.8828 2.2089 -1.2951 0.01
H 2.5701 -1.7975 5.7566 0.00
H -3.4593 2.8734 -1.9458 0.00
N 0.6572 2.0702 0.8160 0.02
C 0.1284 1.3051 -1.2732 0.13
H -1.5582 -1.3525 6.8516 0.00
C -0.7430 -1.2025 6.1513 0.00
```

Calculated values
electronic energy	-133835.5730	eV
F_max	0.057	Eh/bohr
LUMO (alpha / beta)	2.46 / 2.37	eV
orbital gap (alpha / beta)	0.224 / 0.273	hartree
2S+1	3
total charge	-1
energy relative to the best compared isomer or geometry (same formula, charge and spin)	23.7	kcal per mole

***

5.
C37H30CrO2P2S2 | ωB97M-V/def2-TZVPD

```
74
Properties=species:S:1:pos:R:3:mulliken_spin:R:1
O 1.2542 0.4908 -4.8880 0.04
H 0.6413 -4.0742 0.4557 0.01
C -1.1884 -2.6313 2.8968 0.00
C -3.2986 3.2558 -2.0054 0.03
C 0.1393 -0.4358 0.1825 0.06
C -0.2202 5.3301 -2.3084 -0.01
C 0.0413 -4.5068 3.7688 0.00
C 2.4911 1.1011 0.5310 -0.04
H 0.3190 -5.1460 4.5995 0.00
C -5.0545 0.0680 1.4537 0.00
H -0.3346 -0.0425 -6.8178 0.00
C -3.6385 1.9310 -2.0282 -0.02
H -0.7302 -1.7817 -6.9125 0.00
P -0.9590 -1.6906 0.2207 0.00
H 3.8969 -2.6143 0.3327 0.00
C -0.0751 -1.0402 -6.4515 0.00
H -1.7794 0.9183 1.1258 -0.01
P 1.7951 -0.5588 0.1688 -0.04
C 3.5813 -2.9720 3.6952 0.00
H -1.2768 -3.2811 4.9401 0.00
H 0.5807 2.0352 0.4530 -0.01
C 0.7552 4.3247 -2.4884 0.04
H -4.6801 1.6388 -1.9242 0.00
H -4.0503 4.0315 -1.8895 0.00
C -4.9663 -1.2533 1.0265 0.00
C -2.6503 0.9294 -2.1532 0.04
H -3.6641 -2.7957 0.2774 0.00
H 0.0730 6.3751 -2.3083 0.00
H 3.9203 4.6377 1.1944 0.00
H -3.9800 1.8944 1.7977 0.00
C -2.6844 0.3209 1.1289 0.03
C 3.5451 -2.4530 1.3453 -0.01
C -0.8491 -3.4608 3.9597 0.00
C 3.5186 3.6465 1.0155 0.00
C -0.9595 2.6012 -2.2927 -0.16
C 4.3734 2.5499 0.9485 0.00
H 1.2945 -5.5282 2.3550 0.00
S -1.2226 -2.7780 -1.4448 0.03
H -1.8737 -1.8073 3.0571 0.00
C 0.3896 3.0064 -2.4797 0.09
C 3.8614 1.2867 0.6994 0.00
C -1.2989 1.2037 -2.2609 -0.09
H -5.8587 -1.8670 0.9725 0.00
H 4.5288 0.4354 0.6206 0.00
C 0.2310 -3.9064 1.4456 0.00
H 1.1321 2.2301 -2.6363 -0.05
C -0.6579 -2.8483 1.6276 0.00
C 1.6425 2.1972 0.6043 0.04
H 1.2540 -0.6040 3.0026 0.00
C -2.5897 -0.9989 0.7081 -0.01
C -1.5333 4.9850 -2.1446 0.01
H -2.9811 -0.1066 -2.1359 -0.01
H -2.2925 5.7522 -2.0178 0.00
C 0.5847 -4.7235 2.5084 0.00
H 4.8494 -3.9067 2.2369 0.00
H 1.4846 4.3195 0.8546 0.00
C 2.5415 -1.5153 1.5557 0.02
H 0.9611 -1.2346 -6.7446 0.00
C 2.1556 3.4690 0.8365 0.01
C 4.0678 -3.1758 2.4126 0.00
C 2.0563 -1.3170 2.8470 0.00
H 2.1701 -1.8977 4.9068 0.00
Cr 0.1705 -0.3271 -2.1573 4.09
H 3.9765 -3.5456 4.5262 0.00
C -1.9382 3.6249 -2.1443 -0.01
H 1.7947 4.5973 -2.6293 0.00
C -3.7405 -1.7800 0.6486 0.00
C 0.5107 -0.2524 -4.2712 -0.07
C -3.9135 0.8549 1.4986 0.00
C 2.5701 -2.0427 3.9100 0.00
H 5.4414 2.6849 1.0788 0.00
O -0.2557 -1.1473 -5.0543 0.00
S 2.6169 -1.1654 -1.5750 0.00
H -6.0156 0.4859 1.7324 0.00
```

Calculated values
electronic energy	-111622.6845	eV
F_max	0.002	Eh/bohr
LUMO (alpha / beta)	4.48 / 4.48	eV
orbital gap (alpha / beta)	0.201 / 0.226	hartree
2S+1	5
total charge	-2
energy relative to the best compared isomer or geometry (same formula, charge and spin)	0.0	kcal per mole

***

6.
H13O6 | ωB97M-V/def2-TZVPD

```
19
Properties=species:S:1:pos:R:3:nbo_charge:R:1
H -2.3536 0.8174 -2.1855 0.50
H 0.0172 -3.2015 0.7790 0.49
O 1.6972 -0.3691 0.9498 -0.83
O -0.6241 0.2456 0.8455 -0.89
O -0.5444 -2.5443 1.2009 -0.96
O -2.1673 3.1129 0.2196 -0.97
H -1.1195 -0.5556 1.0897 0.54
H -0.8303 0.4558 -0.0930 0.54
H 2.0409 -0.6968 0.1308 0.54
O 3.6498 -1.1284 -1.6701 -0.98
H 4.4449 -1.0590 -2.1993 0.50
H 0.5296 -0.2632 0.8795 0.51
H -2.4405 4.0176 0.0516 0.50
H -2.2175 1.6942 -0.8950 0.51
O -2.0780 0.8020 -1.2702 -1.00
H -2.2918 2.9645 1.1618 0.49
H 2.0861 0.4975 1.1406 0.54
H 3.0106 -1.7231 -2.0601 0.48
H -0.8090 -3.0667 1.9243 0.49
```

Calculated values
electronic energy	-12489.7304	eV
F_max	0.044	Eh/bohr
LUMO	-3.17	eV
orbital gap	0.438	hartree
2S+1	1
total charge	+1
energy relative to the best compared isomer or geometry (same formula, charge and spin)	18.3	kcal per mole

***

7.
C3H4N2O3 | ωB97M-V/def2-TZVPD

```
12
Properties=species:S:1:pos:R:3:nbo_charge:R:1
C -0.9445 -0.3173 0.0735 0.12
H -0.5382 2.2512 -0.3063 0.35
N 1.2687 -0.3083 0.4508 0.12
N 0.3442 1.7979 -0.0752 -0.72
O 2.4840 0.0900 0.0316 -0.50
C -0.4582 -1.5396 -0.0485 0.10
O -2.2402 0.0466 0.0206 -0.65
H -2.3925 0.8026 0.6492 0.49
H -0.9286 -2.5006 -0.1664 0.22
C 0.2072 0.5504 0.1568 0.31
H 2.2850 0.7184 -0.7125 0.47
O 0.9131 -1.5912 -0.0736 -0.32
```

Calculated values
electronic energy	-12294.2747	eV
F_max	0.032	Eh/bohr
LUMO	0.45	eV
orbital gap	0.344	hartree
2S+1	1
energy relative to the best compared isomer or geometry (same formula, charge and spin)	108.9	kcal per mole